A cluster of 2 separate species, C4H6O4 in total at a distorted geometry, computed with ωB97M-V/def2-TZVPD.

Geometry as XYZ:
```
14
Properties=species:S:1:pos:R:3:forces:R:3:lowdin_charge:R:1
C 0.999072 -1.242607 -1.408187 -1.1 2.0 0.0 -0.07
C 0.442488 -2.290291 -0.408626 -1.4 0.2 -1.0 -0.80
O -0.555790 -1.999718 0.302238 1.1 -0.4 -0.2 -0.11
O 0.968371 -3.405292 -0.600029 0.5 -1.1 0.6 -0.14
H 0.167189 -0.815291 -2.070409 1.0 -0.9 0.7 0.07
H 1.782009 -1.704519 -1.995910 0.1 0.1 -0.2 0.03
H 1.358753 -0.311565 -0.912136 0.0 -0.7 -0.1 0.06
C -1.055850 0.938678 0.373285 2.5 2.3 0.2 -0.04
C -0.367323 2.354995 0.669150 -1.5 -2.1 -1.7 -0.82
O 0.689658 2.480070 1.278574 1.2 0.1 1.0 -0.10
O -1.081758 3.207034 0.119847 -0.5 2.3 -0.3 -0.15
H -0.511120 0.133410 0.717307 0.6 -1.7 1.4 0.00
H -1.076609 0.772684 -0.672545 -0.4 0.3 -1.2 0.03
H -1.994382 1.103886 0.774927 -2.1 -0.4 0.7 0.03
```
Forces are in eV/Å.

The calculation puts the electronic energy at -12435.0343 eV. The calculation puts the LUMO energy at 0.2490 Ha. Its net charge is -2. The energy above the lowest of the compared OMol25 structures with the same formula, charge and spin is 27.7 kcal per mole. The maximum force comes out at 3.4 eV/A.

=====

A cluster of 14 separate species, C19H66N4O14 in total at a distorted geometry, computed with ωB97M-V/def2-TZVPD.

Geometry as XYZ:
```
103
Properties=species:S:1:pos:R:3:forces:R:3:lowdin_charge:R:1
C 0.232961 0.349728 -1.338175 0.0 -0.2 0.7 -0.06
C 0.195961 -0.356272 -0.037175 -3.1 0.7 3.1 -0.34
O 0.848961 -1.537272 -0.012175 2.3 -1.6 -1.4 -0.08
H 1.238961 0.583728 -1.398175 2.2 1.0 -0.8 0.03
H -0.313039 1.269728 -1.299175 -0.4 0.6 0.0 0.06
H 0.024961 -0.233272 -2.204175 -0.6 -0.7 -0.4 0.06
H -0.820039 -0.606272 0.317825 -0.4 0.5 -0.4 0.11
H 0.534961 0.264728 0.825825 0.3 0.3 -0.8 0.11
H 1.061961 -1.860272 0.868825 -0.2 -0.1 0.4 0.05
C -1.654039 2.190728 1.939825 1.0 0.8 0.9 -0.05
C -1.721039 3.541728 2.728825 1.5 -2.2 0.6 -0.35
O -3.002039 3.996728 2.656825 -2.6 1.2 1.1 -0.07
H -2.386039 1.467728 2.313825 0.5 -0.1 0.3 0.06
H -0.593039 1.829728 2.010825 -1.1 -0.2 -0.3 0.05
H -1.967039 2.360728 0.904825 0.4 0.1 0.0 0.06
H -1.018039 4.258728 2.351825 0.3 0.6 -0.8 0.09
H -1.398039 3.486728 3.805825 -0.2 -0.6 -0.7 0.12
H -3.397039 3.892728 3.547825 0.1 0.2 -1.1 0.11
C -0.865039 -4.621272 -2.626175 0.7 -0.4 1.7 -0.07
C 0.017961 -3.960272 -1.643175 -1.1 2.1 0.1 -0.31
O 0.818961 -2.931272 -2.205175 -0.3 -1.2 -1.5 -0.07
H -0.421039 -5.163272 -3.385175 1.3 -1.5 -1.2 0.06
H -1.430039 -3.948272 -3.107175 -2.1 2.9 -1.8 0.02
H -1.558039 -5.172272 -2.061175 -0.9 -1.4 0.6 0.08
H 0.606961 -4.668272 -1.172175 1.4 -1.6 1.1 0.07
H -0.620039 -3.493272 -0.852175 0.3 -0.4 -0.4 0.12
H 0.901961 -2.321272 -1.490175 0.5 1.0 1.1 -0.01
C 1.628961 3.267728 0.576825 -0.8 -2.5 0.9 -0.07
C 1.379961 4.282728 -0.436175 0.6 1.2 -0.3 -0.35
O 0.264961 3.976728 -1.250175 0.3 -0.2 -0.7 -0.06
H 0.689961 3.307728 1.121825 0.3 -0.2 1.0 0.04
H 2.531961 3.358728 1.212825 -0.7 0.3 -0.4 0.10
H 1.579961 2.224728 0.181825 0.5 0.8 -0.1 0.07
H 2.272961 4.583728 -0.924175 0.9 -0.4 -1.6 0.10
H 1.186961 5.197728 0.055825 -0.7 1.2 1.0 0.10
H 0.461961 4.340728 -2.122175 -0.3 -0.1 0.1 0.09
C -3.892039 3.771728 -2.732175 1.2 0.8 0.7 -0.06
C -3.053039 3.186728 -1.614175 -1.2 -1.4 -0.4 -0.29
O -3.118039 1.745728 -1.707175 -1.9 0.7 -0.2 -0.08
H -4.093039 4.841728 -2.482175 -0.1 -0.8 -0.6 0.09
H -4.779039 3.180728 -2.835175 -0.7 0.0 -0.2 0.07
H -3.254039 3.673728 -3.620175 -0.6 0.3 -0.1 0.06
H -3.333039 3.500728 -0.626175 -0.4 0.2 0.5 0.10
H -2.044039 3.377728 -1.765175 1.9 1.2 -0.1 0.06
H -2.240039 1.460728 -1.595175 1.5 -1.0 0.3 0.01
C 3.487961 -2.001272 3.387825 -3.9 1.3 -4.5 -0.66
O 2.818961 -1.837272 2.264825 2.1 0.2 3.8 -0.05
N 4.441961 -2.854272 3.413825 5.3 -3.7 0.8 0.16
N 3.212961 -1.495272 4.555825 -0.3 1.8 3.6 0.19
H 4.833961 -3.105272 2.541825 0.0 -0.3 -1.0 0.10
H 5.131961 -3.051272 4.181825 -1.6 0.8 -0.9 0.15
H 2.553961 -0.775272 4.754825 -0.9 0.3 -0.5 0.05
H 3.805961 -1.592272 5.392825 -0.2 -0.4 -1.2 0.14
C -4.285039 -0.548272 1.944825 9.2 -3.2 -3.0 -0.70
O -2.964039 -1.065272 2.014825 -5.7 2.8 -0.8 -0.16
N -4.994039 -0.700272 2.935825 -4.2 -1.1 8.1 0.14
N -4.896039 -0.077272 0.923825 -1.5 2.5 -4.3 0.16
H -4.479039 -1.244272 3.654825 -1.3 0.9 -0.2 0.15
H -5.939039 -0.249272 2.990825 1.6 -1.1 0.5 0.15
H -4.326039 -0.092272 0.070825 -0.6 0.2 0.0 0.07
H -5.932039 0.178728 0.870825 2.5 -0.7 0.3 0.16
C 3.261961 -4.429272 -0.163175 0.9 0.0 1.5 -0.14
O 3.343961 -5.737272 -0.658175 0.9 1.6 -3.1 -0.06
H 3.392961 -4.434272 0.935825 -0.2 0.2 -0.4 0.08
H 2.353961 -4.007272 -0.424175 -2.1 0.8 -0.1 0.02
H 3.961961 -3.722272 -0.557175 1.1 -0.1 -0.5 0.07
H 3.226961 -6.262272 0.064825 -0.5 -2.5 2.7 0.02
C -2.831039 -1.489272 -2.085175 -0.6 -0.3 -0.1 -0.08
O -3.995039 -0.993272 -1.379175 1.4 -0.9 0.4 -0.14
H -3.073039 -2.476272 -2.469175 -0.4 0.2 -1.1 0.07
H -1.978039 -1.817272 -1.501175 -0.2 0.9 1.3 0.06
H -2.445039 -0.737272 -2.776175 -0.3 -0.4 -0.4 0.08
H -4.575039 -0.508272 -1.956175 0.1 0.2 -0.7 0.08
C -0.085039 -2.094272 3.241825 2.6 2.8 0.7 -0.16
O 0.398961 -2.969272 2.260825 -0.9 -0.9 -0.2 -0.12
H 0.746961 -1.950272 3.955825 -0.5 -0.3 0.3 0.06
H -0.946039 -2.331272 3.826825 -0.9 -0.6 -0.3 0.07
H -0.121039 -1.020272 2.872825 -0.8 -1.4 -0.1 0.07
H 1.282961 -3.219272 2.543825 0.1 0.1 -0.3 0.06
C -0.570039 1.803728 -4.360175 -1.2 2.0 -0.4 -0.15
O -0.437039 1.696728 -5.762175 -0.7 -0.1 -1.2 -0.13
H 0.197961 2.546728 -4.024175 -0.6 -0.9 0.2 0.10
H -0.548039 0.848728 -3.877175 0.5 -0.5 0.3 0.05
H -1.590039 2.197728 -4.168175 0.6 0.0 0.4 0.08
H -1.291039 1.892728 -6.211175 1.1 -0.3 0.7 0.10
C 3.971961 -0.664272 -1.043175 0.3 1.0 2.1 -0.16
O 5.351961 -0.493272 -1.052175 1.9 -1.8 -0.1 -0.10
H 3.713961 -1.343272 -0.269175 -0.2 -0.8 0.8 0.05
H 3.558961 -1.049272 -1.925175 -0.7 0.1 -1.5 0.06
H 3.719961 0.309728 -0.648175 -2.0 0.3 -0.5 0.09
H 5.499961 0.367728 -1.382175 0.6 1.2 -0.6 0.05
C 0.629961 0.955728 4.451825 0.1 1.9 -1.0 -0.19
O 1.132961 0.232728 5.508825 0.3 -1.4 1.0 -0.11
H 0.914961 1.972728 4.663825 0.2 0.9 -0.6 0.08
H -0.442039 0.970728 4.425825 -0.7 -0.4 -0.3 0.08
H 1.028961 0.654728 3.486825 0.1 -0.2 0.0 0.07
H 0.399961 0.234728 6.114825 0.1 -0.5 0.9 0.09
C 2.709961 1.041728 -3.774175 1.0 -2.2 0.2 -0.20
O 2.302961 0.874728 -5.072175 -1.3 0.7 -2.5 -0.12
H 2.274961 1.902728 -3.287175 -0.1 0.2 0.5 0.06
H 3.812961 1.105728 -3.872175 -0.5 0.1 0.8 0.10
H 2.401961 0.042728 -3.382175 0.7 1.1 1.3 0.08
H 1.347961 0.705728 -5.054175 0.5 0.1 -0.5 0.04
```
Forces are in eV/Å.

The calculation puts the electronic energy at -55390.1188 eV. The calculation puts the LUMO energy at 0.0083 Ha. The energy above the lowest of the compared OMol25 structures with the same formula, charge and spin is 79.5 kcal per mole. The maximum force comes out at 10.2 eV/A.

=====

Which formula does entry 1 have?
C4H6O4

=====

Among the records above, which one has the highest electronic energy?
C4H6O4

=====

Copy entry 1 word for word.
A cluster of 2 separate species, C4H6O4 in total at a distorted geometry, computed with ωB97M-V/def2-TZVPD.

Geometry as XYZ:
```
14
Properties=species:S:1:pos:R:3:forces:R:3:lowdin_charge:R:1
C 0.999072 -1.242607 -1.408187 -1.1 2.0 0.0 -0.07
C 0.442488 -2.290291 -0.408626 -1.4 0.2 -1.0 -0.80
O -0.555790 -1.999718 0.302238 1.1 -0.4 -0.2 -0.11
O 0.968371 -3.405292 -0.600029 0.5 -1.1 0.6 -0.14
H 0.167189 -0.815291 -2.070409 1.0 -0.9 0.7 0.07
H 1.782009 -1.704519 -1.995910 0.1 0.1 -0.2 0.03
H 1.358753 -0.311565 -0.912136 0.0 -0.7 -0.1 0.06
C -1.055850 0.938678 0.373285 2.5 2.3 0.2 -0.04
C -0.367323 2.354995 0.669150 -1.5 -2.1 -1.7 -0.82
O 0.689658 2.480070 1.278574 1.2 0.1 1.0 -0.10
O -1.081758 3.207034 0.119847 -0.5 2.3 -0.3 -0.15
H -0.511120 0.133410 0.717307 0.6 -1.7 1.4 0.00
H -1.076609 0.772684 -0.672545 -0.4 0.3 -1.2 0.03
H -1.994382 1.103886 0.774927 -2.1 -0.4 0.7 0.03
```
Forces are in eV/Å.

The calculation puts the electronic energy at -12435.0343 eV. The calculation puts the LUMO energy at 0.2490 Ha. Its net charge is -2. The energy above the lowest of the compared OMol25 structures with the same formula, charge and spin is 27.7 kcal per mole. The maximum force comes out at 3.4 eV/A.

=====

Which formula does entry 2 have?
C19H66N4O14